Molecular formula: C5H14N2O
Method: DFT, ωB97M-V with the def2-TZVPD basis set

Results
Maximum force ... 5.657 eV/A
Net charge ... 0
SMILES string ... C=C(CCN)NC.O
M ... 118.180 u
Relative energy (zero: lowest compared OMol25 entry of this formula, charge and spin) ... 384.7 kJ/mol

Each line ends with the Löwdin charge.
Positions of all 22 atoms, in Å:
C1 0.5312 2.3970 0.1089  0.03
C2 0.2441 1.1096 0.3987  -0.38
C3 -1.1479 0.8808 1.0411  -0.15
C4 -1.7933 -0.5269 0.6153  -0.28
N1 -1.7824 -0.6798 -0.8254  -0.01
N2 1.2384 0.0919 0.2773  -0.07
C5 1.4458 -0.8774 1.3461  -0.11
H1 -0.2552 3.1767 0.0051  0.07
H2 1.5003 2.6553 -0.1478  0.02
H3 -1.7919 1.7234 1.0141  0.08
H4 -1.0585 0.7631 2.1903  0.12
H5 -1.2011 -1.3951 1.1037  0.11
H6 -2.8856 -0.5215 1.0762  0.14
H7 -2.2828 0.0443 -1.2029  0.03
H8 -0.7548 -0.5353 -1.1806  0.07
H9 2.1970 0.5265 0.1222  0.14
H10 1.0852 -1.7663 1.1596  0.00
H11 0.9087 -0.6504 2.3330  0.11
H12 2.6016 -0.9073 1.4325  0.12
O1 0.9609 -1.7882 -2.5558  -0.12
H13 1.8234 -1.4709 -2.8525  0.02
H14 0.5554 -1.1203 -1.8305  0.05


Molecular formula: C7H10
Method: DFT, ωB97M-V with the def2-TZVPD basis set

Results
Maximum force ... 0.467 eV/A
Net charge ... 0
M ... 94.157 u
Relative energy (zero: lowest compared OMol25 entry of this formula, charge and spin) ... 492.0 kJ/mol

Each line ends with the Löwdin charge.
Positions of all 17 atoms, in Å:
C1 0.6348 -1.2297 1.3320  -0.08
C2 0.5130 -1.5802 -0.1290  -0.08
C3 0.4036 -0.1560 0.3134  -0.44
C4 1.3069 1.0414 0.0384  -0.16
C5 0.1262 2.0109 0.0592  0.15
C6 -1.6051 0.6807 -1.1109  -0.06
C7 -0.7895 0.7931 0.1884  -0.36
H1 1.6239 -1.2742 1.7895  0.10
H2 -0.1890 -1.4945 1.9941  0.10
H3 1.4057 -1.8790 -0.6761  0.10
H4 -0.4089 -2.0620 -0.4554  0.10
H5 2.0295 1.3101 0.8260  0.12
H6 1.8696 1.0505 -0.9089  0.12
H7 -1.0077 0.9168 -2.0022  0.08
H8 -1.9836 -0.3421 -1.2204  0.08
H9 -2.4529 1.3701 -1.0811  0.08
H10 -1.4766 0.8441 1.0427  0.14


Molecular formula: C3H4O
Method: DFT, ωB97M-V with the def2-TZVPD basis set

Results
Maximum force ... 4.059 eV/A
Net charge ... 0
M ... 56.064 u
Relative energy (zero: lowest compared OMol25 entry of this formula, charge and spin) ... 287.4 kJ/mol

Each line ends with the Löwdin charge.
Positions of all 8 atoms, in Å:
C1 0.6439 -0.9459 -0.0136  -0.11
C2 0.1229 0.2413 0.0099  -0.04
C3 -2.2099 0.4601 0.0377  -0.08
O1 -2.8682 -0.5138 -0.0239  0.04
H1 1.7216 -1.1007 -0.0307  0.05
H2 0.0550 -1.8493 -0.0158  0.05
H3 0.5319 1.2298 0.0128  0.02
H4 -2.5072 1.5072 0.1079  0.07


Molecular formula: CH4IN
Method: DFT, ωB97M-V with the def2-TZVPD basis set

Results
Maximum force ... 6.797 eV/A
Net charge ... 0
M ... 156.954 u
Multiplicity ... 3
Relative energy (zero: lowest compared OMol25 entry of this formula, charge and spin) ... 84.3 kJ/mol

Each line ends with the Löwdin charge.
Positions of all 7 atoms, in Å:
C1 0.5856 0.3326 0.1199  -0.25
N1 -0.5548 -0.6819 0.1743  -0.63
I1 -2.3894 0.0890 -0.0529  0.67
H1 0.6896 0.5336 1.1826  0.05
H2 1.5613 -0.1001 -0.1957  0.07
H3 0.4105 1.1693 -0.5890  0.05
H4 -0.3027 -1.3425 -0.6393  0.04


Molecular formula: C28H38F3N3O7P2S2
Method: DFT, ωB97M-V with the def2-TZVPD basis set

Results
Energy ... -3558.88696 hartree
Maximum force ... 5.864 eV/A
Net charge ... 0
SMILES string ... CC(=O)N(C)c1c(N=C=S)c2c(c(CCC(F)=C(F)F)c1[PH2]=S)C(=O)N([PH2]=O)C2=O.C1CCOC1.C1CCOC1.C1CCOC1
M ... 711.702 u

Each line ends with the Löwdin charge.
Positions of all 83 atoms, in Å:
C1 2.1870 -1.0993 -1.2839  -0.01
C2 0.7771 -1.5132 -1.8976  -0.36
O1 -0.0734 -2.0321 -1.1159  0.03
N1 0.3461 -1.3388 -3.2999  -0.14
C3 1.4275 -1.6286 -4.2910  -0.08
C4 -0.3166 -0.0539 -3.5307  -0.09
C5 0.4136 1.3227 -3.4975  -0.08
N2 1.8500 1.4490 -3.1999  0.09
C6 2.4500 2.0618 -4.1779  -0.62
S1 3.3657 3.1154 -5.0772  0.74
C7 -0.4480 2.5706 -3.7761  0.03
C8 -1.9752 2.5368 -4.0568  0.01
C9 -2.6932 1.1668 -4.0514  -0.10
C10 -4.2788 1.1845 -4.2985  -0.13
C11 -4.9410 1.8029 -2.9683  -0.12
C12 -4.3557 1.1811 -1.6185  -0.11
F1 -4.1780 -0.2439 -1.4878  -0.03
C13 -4.0000 1.9679 -0.4425  -0.11
F2 -2.6873 2.4261 -0.1772  0.03
F3 -5.0272 2.2708 0.4866  0.06
C14 -1.8630 -0.1150 -3.8101  -0.19
P1 -2.6775 -1.8341 -3.7975  0.38
S2 -1.7943 -3.1066 -5.0023  0.11
C15 -2.5289 4.0068 -4.3112  -0.39
O2 -3.6453 4.3319 -4.7590  0.09
N3 -1.4031 4.8680 -3.8980  -0.07
P2 -1.7427 5.0661 -2.1477  0.79
O3 -2.0583 6.5471 -1.9065  -0.43
C16 -0.1036 4.1209 -3.8166  -0.40
O4 0.9647 4.7495 -3.7564  0.05
H1 2.0080 -0.2747 -0.4821  0.09
H2 2.9582 -0.7800 -2.0580  0.06
H3 2.5956 -2.0395 -0.7338  0.09
H4 2.3611 -2.1105 -3.8322  0.11
H5 1.6704 -0.7152 -4.9393  0.09
H6 0.9915 -2.4119 -5.0204  0.06
H7 -4.5573 1.8365 -5.2055  0.13
H8 -4.7055 0.1407 -4.4456  0.08
H9 -4.7768 2.9309 -2.9962  0.10
H10 -6.0721 1.6164 -2.9566  0.12
H11 -2.4856 -2.3240 -2.4458  0.00
H12 -4.0916 -1.7885 -4.0014  -0.02
H13 -0.5705 4.6308 -1.4289  0.07
H14 -2.8897 4.2722 -1.8194  0.04
C17 1.4902 2.1941 3.4821  -0.18
C18 2.3780 3.2033 2.7884  -0.18
C19 2.7684 2.4622 1.5244  -0.20
O5 1.6748 1.5923 1.1987  -0.16
C20 0.7737 1.5478 2.3144  -0.19
H15 0.8065 2.6365 4.2085  0.12
H16 2.1061 1.4516 3.9995  0.12
H17 1.7969 4.0960 2.5343  0.12
H18 3.2386 3.5146 3.3829  0.11
H19 3.6551 1.8398 1.6861  0.12
H20 2.9638 3.1358 0.6866  0.12
H21 -0.1263 2.1099 2.0408  0.11
H22 0.4899 0.5131 2.5169  0.11
C21 -1.7374 -1.1949 5.9383  -0.18
C22 -1.1880 -2.4426 5.2834  -0.18
C23 -0.0577 -1.8848 4.4412  -0.20
O6 0.4389 -0.7264 5.1271  -0.15
C24 -0.4792 -0.3827 6.1740  -0.20
H23 -2.2965 -1.3893 6.8551  0.11
H24 -2.3967 -0.6688 5.2400  0.12
H25 -0.7872 -3.1168 6.0475  0.12
H26 -1.9254 -2.9925 4.6963  0.12
H27 -0.4160 -1.5641 3.4571  0.11
H28 0.7535 -2.6028 4.2992  0.11
H29 -0.0111 -0.6444 7.1293  0.12
H30 -0.6654 0.6937 6.1609  0.12
C25 3.1014 -5.5945 2.6939  -0.18
C26 4.1196 -4.5269 3.0260  -0.18
C27 4.1029 -3.6747 1.7724  -0.21
O7 2.7782 -3.7605 1.2290  -0.15
C28 2.0724 -4.8126 1.9015  -0.20
H31 2.6788 -6.0870 3.5713  0.11
H32 3.5595 -6.3600 2.0589  0.12
H33 3.7741 -3.9385 3.8824  0.11
H34 5.1100 -4.9209 3.2603  0.11
H35 4.7995 -4.0603 1.0201  0.12
H36 4.3503 -2.6294 1.9729  0.12
H37 1.3311 -4.3497 2.5621  0.10
H38 1.5485 -5.4300 1.1689  0.12


Molecular formula: CH6NS
Method: DFT, ωB97M-V with the def2-TZVPD basis set

Results
Maximum force ... 0.954 eV/A
Net charge ... 0
M ... 64.133 u
Multiplicity ... 2
Relative energy (zero: lowest compared OMol25 entry of this formula, charge and spin) ... 57.0 kJ/mol

Each line ends with the Löwdin charge.
Positions of all 9 atoms, in Å:
S1 -2.6858 -1.8485 -1.0939  0.33
H1 -2.7123 -1.7465 0.2460  -0.30
C1 0.9679 1.0543 0.2087  -0.19
N1 0.8613 -0.4126 0.0499  -0.08
H2 0.6095 1.6055 -0.6514  0.06
H3 0.3914 1.3735 1.0771  0.06
H4 2.0085 1.3045 0.4378  0.06
H5 0.4974 -0.6131 -0.8756  0.03
H6 0.0622 -0.7172 0.6015  0.03